33
Properties=species:S:1:pos:R:3:forces:R:3 method="wB97M-V/def2-TZVPD" lumo_ev=-14.10 total_charge=+3 e_tot_ev=-38957.655 e_homo_ev=-19.869 multiplicity=1 orbital_gap_ev=5.768
W -0.2206 -0.0719 0.9179 0.5 0.6 -1.6
F 1.9530 -4.3982 -3.8161 0.0 0.0 0.0
O 1.4802 0.4430 1.3365 -0.1 -0.6 0.2
O -2.0127 0.3016 0.9336 0.3 -0.6 -0.1
O -0.2082 -1.8139 1.3277 0.4 0.6 0.9
O -3.8369 1.6597 1.2581 0.0 -0.3 -0.1
O 3.3402 -1.9259 -3.7096 0.0 0.0 -0.1
O 3.0872 2.0022 1.8336 0.0 -0.3 -0.1
O 0.0809 -0.2167 -0.9368 -0.2 -0.2 0.6
O -1.2417 -3.8720 1.4056 0.3 0.6 0.3
N -0.3754 1.9598 1.4586 0.0 0.4 0.5
N -0.0260 -2.4606 -1.5292 0.1 0.6 0.2
N 1.6659 -1.1210 -2.3379 0.0 0.1 0.0
C 0.7521 2.6495 1.7385 -0.1 -0.4 -0.1
C 1.9651 1.7498 1.6729 -0.1 1.4 0.4
C -2.6835 1.5436 1.2423 0.0 1.3 0.4
C 0.4564 -3.5304 -2.3059 0.3 -0.2 -0.3
C 1.5389 -3.4098 -3.0884 0.0 0.0 0.1
C -1.2285 -2.6680 -0.7108 0.1 -0.2 0.4
C -1.7197 3.8837 1.8191 0.0 0.0 0.0
C 0.7071 3.9925 2.0339 0.1 0.0 0.0
C -0.5475 4.6128 2.0605 0.0 0.0 0.0
C -0.9343 -2.9376 0.7920 -1.0 -1.7 -1.4
C 2.3384 -2.1771 -3.1575 -0.2 0.0 0.2
C -1.5906 2.5468 1.5225 0.2 -0.4 -0.1
C 0.5960 -1.2778 -1.6077 -0.3 -0.7 -0.2
H -1.7659 -3.5376 -1.0825 0.0 0.0 0.0
H -1.9035 -1.8137 -0.7937 0.0 0.0 0.0
H -0.0799 -4.4697 -2.2687 -0.1 0.1 0.1
H 2.1082 -0.2076 -2.4123 0.0 0.1 0.0
H -0.6144 5.6717 2.2829 0.0 0.0 0.0
H 1.6159 4.5420 2.2498 0.0 0.0 0.0
H -2.6961 4.3509 1.8709 0.0 0.0 0.0